A molecular structure, C65H74AsNO5SeSiTi in a non-equilibrium geometry, computed with ωB97M-V with the def2-TZVPD basis set.

orbital gap (spin up / spin down): 4.09 / 6.36 eV
E_HOMO (spin up / spin down): -0.209 / -2.473 eV

```
! wB97M-V def2-TZVPD RIJCOSX def2/J DEFGRID3
* xyz -2 3
Ti 0.26071 0.17867 0.13896
C -5.68834 -4.82729 -1.67658
C -4.83989 -4.94271 -0.40098
C -3.94339 -6.17488 -0.53644
C -5.77252 -5.15295 0.80358
C -4.02675 -3.66772 -0.19865
C -2.64770 -3.64275 -0.06105
C -1.97685 -2.43963 0.05828
Se -0.04973 -2.49554 0.14022
C 0.16858 -2.50240 -1.78355
C 0.17341 -3.71000 -2.45450
C 0.25808 -3.76140 -3.83961
C 0.34573 -2.54033 -4.50347
C 0.32835 -1.30639 -3.86744
C 0.23176 -1.25186 -2.44402
O 0.17910 -0.13945 -1.76841
C 0.40632 -0.01832 -4.68773
C -0.82265 0.85341 -4.38525
C 1.69221 0.72789 -4.31289
C 0.42465 -0.26187 -6.20066
C 0.21434 -5.10811 -4.55984
C 1.36545 -5.99614 -4.06470
C -1.12743 -5.79287 -4.25420
C 0.33992 -4.96363 -6.07770
C -2.59811 -1.15820 0.05872
O -1.88642 -0.08058 0.01642
C -4.03360 -1.20788 0.07796
C -4.66348 -2.43266 -0.10338
C -4.97203 -0.00294 0.26634
C -4.25568 1.24140 0.78250
C -6.06304 -0.33400 1.30384
C -5.64483 0.33403 -1.07383
H -6.26434 -5.74395 -1.84094
H -5.04742 -4.65881 -2.54403
H -6.38975 -3.99466 -1.60855
H -4.55767 -7.06480 -0.69759
H -3.35184 -6.32867 0.36784
H -3.26366 -6.06887 -1.38425
H -6.37195 -6.06112 0.67879
H -6.44943 -4.30569 0.92083
H -5.18451 -5.24180 1.71882
H -2.05346 -4.54854 -0.06207
H 0.10130 -4.61276 -1.85639
H 0.42191 -2.54886 -5.58197
H -0.85984 1.10026 -3.32684
H -1.73608 0.31383 -4.64898
H -0.78347 1.77997 -4.96845
H 1.67842 0.94506 -3.25172
H 1.77890 1.66838 -4.86677
H 2.56983 0.11110 -4.52009
H -0.47817 -0.78178 -6.53094
H 1.30289 -0.83205 -6.51257
H 0.45755 0.70843 -6.70192
H 1.23834 -6.23416 -3.00867
H 2.31765 -5.47530 -4.18234
H 1.40684 -6.93544 -4.62531
H -1.25381 -5.93378 -3.18026
H -1.19146 -6.77111 -4.74245
H -1.95250 -5.17190 -4.60873
H 1.28494 -4.49029 -6.35258
H -0.47946 -4.36862 -6.48586
H 0.30614 -5.95143 -6.54460
H -5.74603 -2.43125 -0.16906
H -3.83961 1.06165 1.77491
H -4.96663 2.07279 0.84824
H -3.44301 1.51148 0.12230
H -5.60550 -0.70642 2.22181
H -6.77184 -1.08202 0.94550
H -6.63089 0.57072 1.54082
H -4.89201 0.60459 -1.81724
H -6.33684 1.17473 -0.95621
H -6.20382 -0.52431 -1.45251
O -0.05820 0.84340 4.00724
C 0.28722 0.83909 2.82660
O -0.14041 -0.02206 1.94118
C 1.23691 1.82154 2.27087
C 1.97467 2.67217 3.07857
C 2.90634 3.52516 2.52750
C 3.12318 3.48704 1.11566
C 4.06350 4.29377 0.46035
C 4.23922 4.23156 -0.91653
C 3.46852 3.35278 -1.66852
C 2.52800 2.54860 -1.04756
C 2.32616 2.59275 0.33954
N 1.35811 1.80637 0.90036
H 1.79383 2.62665 4.14443
H 3.50456 4.18588 3.14421
H 4.65485 4.98274 1.05515
H 4.97680 4.86672 -1.39518
H 3.61324 3.28194 -2.74086
H 1.95189 1.82818 -1.60643
O 2.11843 -0.51441 -0.05846
Si 3.47824 -1.16100 0.42671
C 3.44653 -3.07111 0.38478
C 3.16219 -3.73995 -0.80991
C 3.02784 -5.11943 -0.85493
C 3.16348 -5.87112 0.30359
C 3.45134 -5.23010 1.50033
C 3.59468 -3.85019 1.53441
C 3.89665 -0.70995 2.22647
C 2.97395 -1.03114 3.22586
C 3.19709 -0.69404 4.55222
C 4.35009 -0.00712 4.90516
C 5.27955 0.32538 3.93024
C 5.05278 -0.02690 2.60646
C 4.92323 -0.60062 -0.67322
C 5.62136 -1.46312 -1.52124
C 6.61374 -0.99567 -2.37205
C 6.93979 0.35363 -2.38918
C 6.26919 1.22707 -1.54220
C 5.27356 0.75284 -0.70248
H 3.02973 -3.16608 -1.72181
H 2.79834 -5.61140 -1.79267
H 3.04961 -6.94869 0.27267
H 3.54750 -5.80728 2.41335
H 3.82081 -3.36430 2.47618
H 2.06361 -1.55849 2.95766
H 2.45566 -0.94100 5.30201
H 4.52445 0.27062 5.93885
H 6.18262 0.86198 4.20092
H 5.78904 0.22618 1.85174
H 5.38352 -2.52130 -1.51340
H 7.13006 -1.68261 -3.03422
H 7.71231 0.72278 -3.05420
H 6.51047 2.28392 -1.54385
H 4.74557 1.44894 -0.06050
C -0.10283 4.45072 -0.92496
As -0.93199 2.64603 -0.80235
C -1.60361 3.02713 1.00630
C -2.57610 3.15500 -1.95719
C -3.14928 4.50978 -1.85736
C -2.71147 5.54316 -2.69701
C -3.31658 6.78584 -2.68624
C -4.37792 7.04889 -1.82658
C -4.79122 6.04980 -0.95310
C -4.19008 4.80389 -0.96937
H -0.87732 5.21277 -0.82787
H 0.43373 4.60637 -1.86164
H 0.60687 4.55366 -0.10575
H -2.51231 3.63252 1.00787
H -0.82204 3.56422 1.54218
H -1.79089 2.09018 1.52465
H -3.30736 2.38663 -1.71128
H -2.19898 2.96460 -2.96228
H -1.88554 5.34129 -3.36987
H -2.96796 7.55967 -3.36083
H -4.87732 8.00911 -1.84439
H -5.60370 6.24771 -0.26321
H -4.53352 4.02376 -0.29906
*
```

=====

2 unconnected molecules or ions with the total composition C4H13N2O in a non-equilibrium geometry, computed with ωB97M-V with the def2-TZVPD basis set.

energy above the lowest of the compared OMol25 structures with the same formula, charge and spin: 82.4 kcal per mole
orbital gap: 8.64 eV
E_HOMO: -12.105 eV

```
! wB97M-V def2-TZVPD RIJCOSX def2/J DEFGRID3
* xyz 1 1
C -0.61852 -0.36844 -0.91052
C 0.87389 -0.35145 -1.34760
C 1.30954 1.10494 -1.13878
C 1.33845 2.58191 0.75520
N 1.19722 1.41560 0.28665
N -0.72444 -0.57757 0.55597
H -1.06501 0.59074 -1.17200
H -1.18150 -1.11224 -1.47119
H 1.02183 -0.59149 -2.39744
H 1.41296 -0.94624 -0.60785
H 0.81662 1.92908 -1.68584
H 2.35367 1.26221 -1.42655
H 2.21570 2.93926 1.31212
H 0.67937 3.41993 0.42550
H -1.56271 -0.22229 1.01236
H 0.05759 -0.16293 1.07843
H -0.77350 -1.59667 0.67666
H -2.14315 -3.18232 2.71912
H -2.96876 -3.33438 1.49842
O -2.23927 -2.79766 1.83734
*
```

=====

A molecular structure, C14H23GaO8P, computed with ωB97M-V with the def2-TZVPD basis set.

orbital gap: 9.98 eV
E_HOMO: -12.921 eV

```
! wB97M-V def2-TZVPD RIJCOSX def2/J DEFGRID3
* xyz 1 1
Ga 0.12929 0.94867 -0.25606
O 0.44817 4.60560 -0.89670
C -0.10685 3.60363 -0.57392
O -0.00732 2.44317 -1.27046
C -1.05663 3.50997 0.62293
C -2.21005 2.55224 0.31101
C -3.34384 2.68207 1.31265
C -2.75470 2.00478 2.57562
C -1.35995 1.62651 2.11490
O -1.60325 1.24689 0.69626
C -0.45672 2.85582 1.94099
C 1.01169 2.42924 1.85456
O 1.91326 3.04454 2.32972
O 1.17448 1.23963 1.21976
H -1.40079 4.52023 0.82715
H -2.50374 2.51123 -0.73185
H -4.23513 2.16748 0.96141
H -3.59594 3.72936 1.46790
H -3.31982 1.11752 2.85241
H -2.71376 2.66647 3.43825
H -0.89915 0.79189 2.63090
H -0.54691 3.54616 2.77528
C -1.80417 -3.08683 -0.79368
C -1.57739 -1.95791 -1.76895
O -0.15061 -1.78600 -2.07869
P 0.85999 -1.07731 -1.12835
O 1.15842 -2.04022 0.04978
C 2.32056 -1.90566 0.96864
C 2.20646 -2.98448 2.00539
O 2.13939 -0.80600 -1.93898
C 2.45949 -1.21281 -3.32865
C 3.04824 -2.59622 -3.33373
H -2.83950 -3.41869 -0.87158
H -1.61476 -2.79227 0.23784
H -1.16010 -3.93166 -1.03418
H -1.95593 -1.00072 -1.40135
H -2.03455 -2.14588 -2.73454
H 2.28550 -0.90507 1.39473
H 3.21425 -2.00744 0.35643
H 1.35333 -2.81714 2.66210
H 3.11207 -2.98573 2.61239
H 2.10634 -3.96392 1.53888
H 3.15586 -0.45262 -3.66564
H 1.53944 -1.14004 -3.90300
H 3.86737 -2.67013 -2.61902
H 3.44889 -2.80499 -4.32635
H 2.29906 -3.35336 -3.10217
*
```

=====

A molecular structure, C7H12O2 in a non-equilibrium geometry, computed with ωB97M-V with the def2-TZVPD basis set.

energy above the lowest of the compared OMol25 structures with the same formula, charge and spin: 64.7 kcal per mole
orbital gap: 10.41 eV
E_HOMO: -9.577 eV

```
! wB97M-V def2-TZVPD RIJCOSX def2/J DEFGRID3
* xyz 0 1
C -0.85600 1.49860 0.28406
C 0.07748 0.56577 -0.46298
C 0.07170 0.85275 -1.97857
C -0.30480 -0.83564 -0.96124
C -0.80760 -1.54590 0.19153
C 0.32571 -1.16918 1.17145
C 1.06044 0.06010 0.62290
H -1.71834 1.69004 -0.41098
H -0.36560 2.38502 0.46886
H -1.17077 1.12345 1.22708
H -0.40359 1.73613 -2.37424
H 0.95894 0.64936 -2.56274
H 0.50869 -1.47888 -1.27352
H -0.86209 -2.61677 0.06193
H -1.78354 -1.24350 0.53230
H 0.99342 -2.01342 1.34744
H -0.03854 -0.86149 2.12509
H 2.04313 -0.13726 0.21096
H 1.85580 0.58264 2.27913
O -0.94062 -0.29929 -2.14678
O 1.35619 1.05750 1.64831
*
```